## i
Molecular formula: H14O7
Method: DFT, ωB97M-V/def2-TZVPD

Its SMILES is O.O.O.O.O.O.O. The calculation puts the HOMO-LUMO gap at 9.82 eV.

```
! RIJCOSX wB97M-V def2-TZVPD def2/J DEFGRID3
* xyz 0 1
O -2.858 0.140 -0.079
H -2.781 0.063 -1.013
H -2.042 0.463 0.250
O -1.069 -2.619 2.422
H -1.219 -2.075 1.620
H -0.145 -2.816 2.468
O 2.005 3.101 -2.111
H 1.301 3.605 -2.640
H 1.580 2.451 -1.541
O -0.862 -1.977 -0.059
H -0.609 -1.233 0.516
H -1.816 -1.764 -0.178
O 0.050 1.286 -1.320
H 0.197 0.555 -1.939
H -0.737 1.708 -1.666
O 2.672 -0.450 1.137
H 2.446 -0.445 0.218
H 2.964 -1.366 1.239
O -0.002 0.242 1.040
H 0.042 0.757 0.236
H 0.874 0.369 1.390
*
```

=====

## ii
Molecular formula: H14O7
Method: DFT, ωB97M-V/def2-TZVPD

Its SMILES is O.O.O.O.O.O.O. The calculation puts the HOMO-LUMO gap at 11.18 eV.

```
! RIJCOSX wB97M-V def2-TZVPD def2/J DEFGRID3
* xyz 0 1
O -0.621 -0.844 -1.535
H -0.886 -1.427 -0.843
H -0.223 -1.423 -2.253
O 1.985 1.713 -0.211
H 2.078 0.826 0.125
H 1.846 1.470 -1.121
O -0.513 1.126 0.321
H 0.354 1.577 0.172
H -0.666 0.587 -0.465
O -1.567 0.378 2.812
H -1.352 0.607 1.927
H -1.008 0.975 3.237
O 1.893 -0.963 -0.167
H 1.120 -0.792 -0.684
H 1.657 -1.005 0.762
O -2.773 -0.187 -3.536
H -3.166 -1.052 -3.574
H -2.237 -0.147 -2.772
O 1.354 -0.747 2.299
H 1.926 -0.722 3.037
H 0.800 0.049 2.468
*
```

=====

Energies relative to the minimum, eV: i 0.566; ii 0.000

=====

## i
Molecular formula: H14O7
Method: DFT, ωB97M-V/def2-TZVPD

Its SMILES is O.O.O.O.O.O.O. The calculation puts the HOMO-LUMO gap at 11.07 eV.

```
! RIJCOSX wB97M-V def2-TZVPD def2/J DEFGRID3
* xyz 0 1
H 0.839 1.382 0.114
H -0.201 1.217 -0.981
H -0.780 -1.053 -4.461
H 0.264 -1.552 -3.475
H 1.262 -1.921 3.068
H 1.306 -3.312 2.458
H -1.295 2.526 -1.961
H -0.518 3.789 -2.295
H 0.383 -3.229 0.304
H -0.320 -3.385 1.643
H -2.341 0.155 2.621
H -2.049 -0.594 1.331
H 1.787 2.791 1.583
H 2.209 3.170 0.173
O 0.065 0.861 -0.126
O -0.428 -0.889 -3.579
O 1.866 -2.646 2.871
O -0.942 3.026 -2.705
O 0.333 -3.807 1.074
O -2.431 0.226 1.664
O 1.468 3.231 0.786
*
```

=====

## ii
Molecular formula: H14O7
Method: DFT, ωB97M-V/def2-TZVPD

Its SMILES is O.O.O.O.O.O.O. The calculation puts the HOMO-LUMO gap at 10.55 eV.

```
! RIJCOSX wB97M-V def2-TZVPD def2/J DEFGRID3
* xyz 0 1
H -0.510 0.023 -1.625
H 0.495 1.019 -0.845
H -2.842 1.234 2.254
H -2.692 -0.122 3.074
H -2.929 -4.591 -0.298
H -2.366 -3.225 0.004
H 1.245 2.140 0.543
H 1.986 2.505 -0.731
H -1.006 -4.113 0.096
H -0.193 -4.242 -1.237
H 4.090 0.879 2.252
H 4.970 1.891 1.596
H -0.117 3.796 -2.180
H 0.923 2.994 -2.639
O -0.420 0.763 -0.962
O -2.906 0.294 2.162
O -3.124 -3.654 -0.173
O 1.478 2.925 0.031
O -0.704 -4.671 -0.630
O 4.358 1.219 1.315
O 0.265 2.938 -2.006
*
```

=====

Energies relative to the minimum, eV: i 0.000; ii 1.849

=====

## i
Molecular formula: H14O7
Method: DFT, ωB97M-V/def2-TZVPD

Its SMILES is O.O.O.O.O.O.O. The calculation puts the HOMO-LUMO gap at 9.74 eV.

```
! RIJCOSX wB97M-V def2-TZVPD def2/J DEFGRID3
* xyz 0 1
O -2.019 0.366 0.916
H -2.547 0.577 1.659
H -1.266 0.989 0.915
O -1.334 -1.824 -0.864
H -0.768 -1.099 -0.693
H -1.042 -2.179 -1.722
O 0.604 0.173 -1.012
H 0.429 0.936 -0.501
H 1.469 -0.067 -0.658
O 0.613 -0.502 -3.714
H 0.801 -0.231 -2.759
H -0.221 -0.045 -3.741
O -0.141 -0.974 2.187
H 0.307 -0.213 2.539
H -0.807 -0.647 1.602
O 2.617 -0.899 0.604
H 2.263 -0.178 1.187
H 2.186 -1.655 0.942
O -0.181 2.275 0.763
H 0.046 2.402 1.665
H -1.002 2.800 0.680
*
```

=====

## ii
Molecular formula: H14O7
Method: DFT, ωB97M-V/def2-TZVPD

Its SMILES is O.O.O.O.O.O.O. The calculation puts the HOMO-LUMO gap at 11.01 eV.

```
! RIJCOSX wB97M-V def2-TZVPD def2/J DEFGRID3
* xyz 0 1
O 0.281 -0.329 0.966
H 0.477 0.602 1.096
H 0.803 -0.577 0.166
O 2.931 1.401 -0.466
H 2.559 0.654 -0.928
H 3.456 1.760 -1.181
O -2.503 1.014 2.715
H -1.683 1.046 2.208
H -3.012 0.207 2.555
O -0.493 2.580 1.570
H 0.409 2.918 1.318
H -0.833 3.136 2.278
O -0.144 -2.769 -2.121
H -0.770 -2.197 -1.660
H -0.204 -2.452 -3.011
O -2.061 -1.798 -0.270
H -1.413 -1.383 0.356
H -2.300 -1.037 -0.843
O 1.733 -0.937 -1.283
H 1.019 -1.576 -1.417
H 1.741 -0.259 -2.047
*
```

=====

## iii
Molecular formula: H14O7
Method: DFT, ωB97M-V/def2-TZVPD

Its SMILES is O.O.O.O.O.O.O. The calculation puts the HOMO-LUMO gap at 11.22 eV.

```
! RIJCOSX wB97M-V def2-TZVPD def2/J DEFGRID3
* xyz 0 1
H 0.587 -2.272 -0.882
H -0.901 -1.735 -0.778
H 0.280 1.800 2.354
H -0.241 0.572 1.503
H -1.163 2.185 0.641
H -2.619 1.968 0.986
H 1.363 -1.380 -2.310
H 2.222 -0.842 -1.214
H -0.377 -1.793 1.223
H -0.284 -1.578 2.869
H -1.276 0.895 -0.815
H -0.511 0.648 -2.184
H 0.927 0.677 -1.028
H 1.703 1.333 0.079
O -0.307 -2.441 -0.378
O 0.177 1.453 1.457
O -2.075 2.201 0.245
O 1.915 -1.695 -1.596
O -0.441 -1.138 2.016
O -0.813 0.268 -1.398
O 1.835 0.875 -0.793
*
```

=====

## iv
Molecular formula: H14O7
Method: DFT, ωB97M-V/def2-TZVPD

Its SMILES is O.O.O.O.O.O.O. The calculation puts the HOMO-LUMO gap at 9.62 eV.

```
! RIJCOSX wB97M-V def2-TZVPD def2/J DEFGRID3
* xyz 0 1
H 0.182 -0.213 -0.176
H 0.266 0.467 -1.628
H 1.996 -3.107 -1.625
H 1.333 -4.385 -1.827
H -1.849 1.033 1.862
H -1.050 2.267 2.403
H -1.614 -1.270 0.492
H -0.390 -0.781 1.283
H -1.344 3.590 -3.062
H -1.829 3.705 -4.475
H -0.743 -0.343 3.321
H -0.936 0.708 4.507
H 3.137 -1.292 0.313
H 2.470 -0.964 -1.038
O 0.616 -0.258 -1.023
O 2.109 -3.855 -2.182
O -1.106 1.525 1.777
O -1.418 -0.721 1.237
O -1.565 4.290 -3.695
O -0.618 0.512 3.608
O 2.354 -0.908 -0.071
*
```

=====

Energies relative to the minimum, eV: i 1.124; ii 0.832; iii 0.000; iv 3.758

=====

## i
Molecular formula: H14O7
Method: DFT, ωB97M-V/def2-TZVPD

Its SMILES is O.O.O.O.O.O.O. The calculation puts the HOMO-LUMO gap at 10.37 eV.

```
! RIJCOSX wB97M-V def2-TZVPD def2/J DEFGRID3
* xyz 0 1
O 0.097 -0.699 1.082
H -0.726 -0.420 0.641
H 0.220 -0.039 1.747
O 0.701 0.188 -1.309
H 1.598 0.442 -1.516
H 0.753 -0.243 -0.438
O 0.262 2.648 -0.538
H -0.589 2.880 -0.176
H 0.255 1.724 -0.880
O -0.537 -2.216 -2.018
H -0.239 -1.324 -1.943
H -1.360 -2.370 -1.544
O 0.922 1.779 1.892
H 0.894 1.985 0.973
H 1.279 2.554 2.273
O -2.165 0.347 -0.121
H -2.058 0.513 -1.084
H -2.392 1.207 0.327
O 1.010 -3.365 0.992
H 1.699 -2.911 0.504
H 0.374 -2.679 1.135
*
```

=====

## ii
Molecular formula: H14O7
Method: DFT, ωB97M-V/def2-TZVPD

Its SMILES is O.O.O.O.O.O.O. The calculation puts the HOMO-LUMO gap at 11.49 eV.

```
! RIJCOSX wB97M-V def2-TZVPD def2/J DEFGRID3
* xyz 0 1
H 0.531 -2.704 -1.142
H -0.305 -1.475 -1.355
H 1.226 2.934 -0.496
H 0.168 2.034 0.137
H 1.819 -0.689 -1.316
H 2.227 0.088 -0.115
H 1.506 -1.870 1.782
H 0.293 -1.901 0.873
H -1.217 0.341 -1.142
H -0.103 0.983 -1.692
H -1.467 1.470 1.282
H -1.579 2.951 1.467
H -2.101 -1.103 0.479
H -0.704 -0.602 0.992
O -0.380 -2.332 -0.920
O 0.994 2.013 -0.408
O 1.812 -0.718 -0.389
O 0.535 -1.727 1.841
O -0.722 0.284 -2.034
O -0.937 2.299 1.554
O -1.596 -0.277 0.603
*
```

=====

Energies relative to the minimum, eV: i 0.000; ii 0.099

=====

## i
Molecular formula: C7H17NOS
Method: DFT, ωB97M-V/def2-TZVPD

As for the expectation value of S²: 2.011. The calculation puts the HOMO-LUMO gap (spin up / spin down) at 4.85 / 7.35 eV.

```
! RIJCOSX wB97M-V def2-TZVPD def2/J DEFGRID3
* xyz 0 3
C 2.982 0.796 -0.694
C 4.401 0.346 -0.599
C -1.572 1.781 0.711
C -1.993 -0.375 -1.525
C -1.093 -2.036 0.170
C -1.731 0.282 0.942
C -1.336 -0.609 -0.206
N 0.594 -0.055 -0.615
O 2.218 -1.143 0.950
S 1.869 0.107 0.335
H 2.756 1.826 -0.900
H 5.042 1.040 -0.044
H 4.824 0.226 -1.598
H 4.421 -0.620 -0.101
H -2.098 2.111 -0.184
H -1.968 2.335 1.558
H -0.516 2.031 0.608
H -1.976 0.672 -1.813
H -1.507 -0.959 -2.300
H -3.037 -0.691 -1.456
H -0.235 -2.117 0.833
H -1.967 -2.435 0.692
H -0.900 -2.643 -0.711
H -1.153 -0.002 1.823
H -2.786 0.070 1.160
H 0.524 0.710 -1.265
H 1.333 0.904 1.453
*
```

=====

## ii
Molecular formula: C7H17NOS
Method: DFT, ωB97M-V/def2-TZVPD

As for the expectation value of S²: 2.006. The calculation puts the HOMO-LUMO gap (spin up / spin down) at 5.30 / 7.18 eV.

```
! RIJCOSX wB97M-V def2-TZVPD def2/J DEFGRID3
* xyz 0 3
C -1.074 -1.979 1.167
C -0.583 -0.314 -1.638
C 0.965 -2.297 -1.293
C 0.182 3.596 0.816
C 2.213 0.616 1.336
C -1.319 -2.224 -0.281
C -0.278 -1.497 -1.138
N 1.410 2.963 0.323
O 2.360 1.391 -1.220
S 1.343 1.329 -0.221
H -1.854 -2.348 1.858
H -1.056 -0.934 1.647
H -0.229 -2.499 1.472
H 0.118 0.217 -2.222
H -1.445 0.192 -1.300
H 1.809 3.509 -0.455
H 0.750 -3.183 -1.843
H 1.303 -2.617 -0.346
H 1.751 -1.766 -1.744
H -0.477 2.823 1.107
H -0.348 4.227 0.123
H 0.245 4.119 1.758
H 1.282 0.488 2.031
H 2.813 -0.215 1.056
H 2.751 1.482 1.520
H -2.360 -1.968 -0.608
H -1.304 -3.334 -0.510
*
```

=====

Energies relative to the minimum, eV: i 0.000; ii 0.200

=====

## i
Molecular formula: C4H13N3O
Method: DFT, ωB97M-V/def2-TZVPD

Its SMILES is [H]/N=C(/C)ON.CNC. The calculation puts the HOMO-LUMO gap at 9.17 eV.

```
! RIJCOSX wB97M-V def2-TZVPD def2/J DEFGRID3
* xyz 0 1
C 2.220 -0.302 -0.064
C 1.157 1.832 0.398
N 1.369 0.763 -0.555
H 0.539 0.509 -1.082
H 0.693 1.489 1.334
H 2.122 2.266 0.660
H 2.368 -1.039 -0.851
H 3.184 0.119 0.223
H 1.800 -0.797 0.822
H 0.528 2.598 -0.054
C -0.805 -2.139 -0.724
C -1.087 -0.938 0.121
N -2.366 1.068 0.173
O -1.908 -0.036 -0.620
N -0.904 -0.931 1.358
H -3.382 0.996 0.186
H -2.108 1.903 -0.349
H -1.180 -0.068 1.820
H -0.134 -2.803 -0.189
H -0.370 -1.830 -1.672
H -1.736 -2.661 -0.936
*
```

=====

## ii
Molecular formula: C4H13N3O
Method: DFT, ωB97M-V/def2-TZVPD

Its SMILES is CC(=O)[C@@H](C)N.NN. The calculation puts the HOMO-LUMO gap at 9.74 eV.

```
! RIJCOSX wB97M-V def2-TZVPD def2/J DEFGRID3
* xyz 0 1
C -0.676 0.539 -0.748
C -0.668 -1.859 0.208
C -1.972 0.625 -1.562
C -0.173 -0.899 -0.846
N -0.897 1.052 0.589
O 0.586 -1.248 -1.723
H 0.073 1.180 -1.227
H -1.632 0.530 1.060
H -0.047 0.972 1.145
H -0.082 -1.726 1.115
H -1.715 -1.657 0.445
H -0.556 -2.887 -0.147
H -1.809 0.259 -2.574
H -2.309 1.653 -1.600
H -2.747 0.021 -1.093
N 2.632 1.299 1.230
N 1.933 0.065 1.414
H 2.094 1.871 0.567
H 3.559 1.162 0.841
H 2.298 -0.356 2.264
H 2.108 -0.595 0.642
*
```

=====

## iii
Molecular formula: C4H13N3O
Method: DFT, ωB97M-V/def2-TZVPD

Its SMILES is CNC[C@@](N)(O)NC. The calculation puts the HOMO-LUMO gap at 9.30 eV.

```
! RIJCOSX wB97M-V def2-TZVPD def2/J DEFGRID3
* xyz 0 1
C -0.827 -0.184 0.322
C 0.278 -0.978 1.051
C -0.958 2.260 -0.423
C 2.415 -0.942 -0.208
N -0.254 0.979 -0.486
N 1.241 -1.673 0.223
N -1.401 -0.846 -0.795
O -1.749 0.242 1.305
H -2.624 0.099 0.920
H 0.720 1.123 -0.239
H -0.658 -0.186 -1.478
H 0.778 -2.137 -0.549
H -2.336 -1.239 -0.825
H 0.802 -0.303 1.734
H -0.251 -1.714 1.663
H -0.428 2.982 -1.042
H -1.015 2.645 0.599
H -1.970 2.134 -0.804
H 2.213 -0.057 -0.835
H 3.051 -1.601 -0.799
H 2.975 -0.605 0.666
*
```

=====

Energies relative to the minimum, eV: i 1.266; ii 0.000; iii 1.143

=====

## i
Molecular formula: C4H13N3O
Method: DFT, ωB97M-V/def2-TZVPD

Its SMILES is CC[C@H](C)O.[H]/N=N\N. The calculation puts the HOMO-LUMO gap at 8.40 eV.

```
! RIJCOSX wB97M-V def2-TZVPD def2/J DEFGRID3
* xyz 0 1
C -0.340 -1.303 1.088
C 1.096 -1.540 1.534
C -0.830 0.138 1.190
O 0.067 1.091 1.433
H -1.665 0.228 1.898
H -1.010 -1.908 1.702
H -0.444 -1.665 0.067
H 1.784 -0.974 0.897
H 1.348 -2.601 1.468
H 1.244 -1.218 2.570
C -1.765 0.482 -0.361
N 1.020 0.424 -1.451
N 1.506 1.302 -0.696
N 0.711 0.742 -2.692
H 0.794 1.289 0.512
H 1.594 2.255 -1.082
H 0.262 0.010 -3.220
H 0.658 1.717 -2.995
H -1.436 0.007 -1.291
H -2.691 -0.032 -0.106
H -1.905 1.554 -0.466
*
```

=====

## ii
Molecular formula: C4H13N3O
Method: DFT, ωB97M-V/def2-TZVPD

The calculation puts the HOMO-LUMO gap (spin up / spin down) at 7.27 / 8.36 eV.

```
! RIJCOSX wB97M-V def2-TZVPD def2/J DEFGRID3
* xyz 0 1
C -1.509 -1.942 0.212
N -1.065 -0.879 -0.681
N -2.107 1.254 -0.100
H -1.511 -0.933 -1.589
H -2.834 0.646 -0.484
H -2.052 0.964 0.878
H -0.993 -1.836 1.168
H -1.316 -2.950 -0.174
H -2.581 -1.843 0.394
C 0.734 1.813 -0.557
C 1.554 1.131 0.411
N 1.724 -0.936 -0.761
C 1.972 -0.209 0.305
O 1.821 1.833 1.548
H 2.255 1.265 2.198
H -0.028 -0.877 -0.799
H 2.109 -1.873 -0.680
H 2.544 -0.601 1.158
H 0.893 2.888 -0.550
H 0.894 1.421 -1.558
H -0.503 1.664 -0.337
*
```

=====

Energies relative to the minimum, eV: i 0.000; ii 0.704

=====

## i
Molecular formula: ArH24O12
Method: DFT, ωB97M-V/def2-TZVPD

The calculation puts the HOMO-LUMO gap at 9.40 eV.

```
! RIJCOSX wB97M-V def2-TZVPD def2/J DEFGRID3
* xyz 0 1
Ar 0.164 -0.295 0.154
O -1.602 -2.289 -1.710
H -1.681 -1.339 -1.799
H -2.234 -2.519 -1.028
O -2.415 -3.661 0.503
H -2.290 -4.520 0.907
H -2.104 -3.039 1.161
O -0.547 3.396 1.178
H -0.464 4.303 1.470
H -0.847 2.921 1.952
O 1.780 -0.470 -2.988
H 2.612 0.002 -2.947
H 1.718 -0.920 -2.145
O -0.334 -2.608 2.796
H -0.448 -3.076 3.623
H -0.276 -1.686 3.049
O -2.663 0.224 -1.713
H -2.806 1.018 -1.198
H -3.461 -0.290 -1.586
O -3.199 -0.786 2.477
H -4.012 -0.506 2.056
H -2.807 0.025 2.803
O 0.484 1.994 -3.597
H 0.496 1.037 -3.566
H 0.754 2.265 -2.720
O 2.617 -2.143 -0.712
H 2.795 -2.568 0.127
H 2.731 -2.837 -1.361
O 2.337 2.218 2.001
H 2.773 3.059 2.137
H 1.502 2.444 1.590
O 3.460 -0.190 0.981
H 2.711 0.351 1.231
H 3.135 -0.733 0.263
O 1.058 3.694 -1.294
H 0.359 4.292 -1.560
H 0.702 3.231 -0.536
*
```

=====

## ii
Molecular formula: ArH24O12
Method: DFT, ωB97M-V/def2-TZVPD

The calculation puts the HOMO-LUMO gap at 8.76 eV.

```
! RIJCOSX wB97M-V def2-TZVPD def2/J DEFGRID3
* xyz 0 1
Ar -0.285 0.499 0.181
O 0.084 -0.358 -3.383
H 0.940 -0.479 -2.973
H 0.259 0.189 -4.148
O -1.386 -2.505 1.478
H -1.262 -3.434 1.673
H -0.666 -2.286 0.886
O 2.035 2.555 -0.711
H 1.230 2.236 -1.117
H 2.274 1.874 -0.082
O 0.430 0.179 3.932
H 0.830 0.386 3.088
H 0.868 -0.623 4.216
O 2.497 -0.594 -2.046
H 3.286 -0.170 -1.706
H 2.179 -1.128 -1.318
O -1.975 -0.819 3.526
H -1.847 -1.501 2.868
H -1.133 -0.365 3.568
O -1.981 2.725 -1.175
H -1.250 3.228 -1.534
H -2.118 2.017 -1.804
O -0.322 3.851 0.726
H -0.850 3.268 0.180
H 0.583 3.613 0.525
O 2.567 0.810 1.506
H 3.078 1.430 2.026
H 3.206 0.165 1.204
O -2.361 0.738 -2.966
H -1.510 0.384 -3.224
H -2.843 -0.016 -2.629
O 1.058 -2.323 0.081
H 1.041 -3.129 -0.436
H 1.830 -2.413 0.640
O -2.971 -3.020 -0.444
H -2.998 -2.219 -0.967
H -2.517 -2.766 0.360
*
```

=====

Energies relative to the minimum, eV: i 0.217; ii 0.000